[1]
Density functional theory data (ωB97M-V/def2-TZVPD) for H16NaO8 as an isolated structure.

Structure (XYZ):
```
25
Properties=species:S:1:pos:R:3:forces:R:3:lowdin_charge:R:1
Na 12.35807 -16.32023 -31.52904 -0.419 -0.018 -0.073 0.49
O 13.00909 -13.83671 -31.34468 -0.078 -0.355 -0.007 -0.03
H 12.80774 -12.96336 -31.68075 -0.175 0.253 -0.040 0.06
H 13.94555 -13.80837 -31.14855 0.268 0.051 0.285 0.05
O 11.68328 -18.62926 -29.73975 0.339 0.397 -0.105 -0.03
H 11.00860 -18.96266 -29.14824 -0.222 -0.087 0.132 0.05
H 11.81917 -19.33562 -30.37126 -0.028 -0.260 -0.209 0.05
O 14.22137 -15.74538 -33.67855 -0.357 -0.328 0.321 -0.02
H 14.28421 -14.82713 -33.94140 -0.049 0.267 -0.179 0.05
H 14.98539 -15.88790 -33.11980 0.372 -0.124 -0.097 0.04
O 11.10879 -14.72800 -33.53353 0.251 -0.315 0.245 -0.02
H 10.16742 -14.57341 -33.45510 -0.349 -0.111 -0.057 0.05
H 11.47785 -13.86692 -33.72990 0.103 0.180 -0.127 0.04
O 14.32395 -16.38642 -30.13734 -0.246 0.247 -0.471 -0.02
H 15.11667 -16.27576 -30.66229 0.353 -0.027 -0.002 0.05
H 14.60237 -16.91755 -29.39127 -0.107 -0.238 0.327 0.07
O 11.92482 -18.16939 -33.61146 -0.023 0.213 0.606 -0.03
H 12.26593 -17.41796 -34.09646 0.076 0.320 -0.388 0.02
H 12.36422 -18.92561 -34.00041 0.087 -0.265 -0.092 0.05
O 9.28010 -16.67955 -31.08033 -0.138 -0.339 -0.798 -0.05
H 9.81233 -16.40958 -30.33194 0.201 0.188 0.391 -0.05
H 8.72041 -15.92450 -31.26162 -0.284 0.078 -0.063 0.04
O 10.86512 -15.78231 -29.14703 0.400 0.113 0.013 -0.02
H 10.43948 -16.15698 -28.37588 -0.024 -0.238 0.356 0.08
H 10.86978 -14.83909 -28.98408 0.050 0.401 0.033 0.08
```
Positions in Å, forces in eV/Å.

Properties
charge = +1
ΔE to the lowest compared entry with this formula, charge and spin = 14.98 kcal per mole
calculated total energy = -773.67571 Ha

[2]
Density functional theory data (ωB97M-V/def2-TZVPD) for a 8-piece molecular cluster, H16O7S overall at a distorted geometry.

Structure (XYZ):
```
24
Properties=species:S:1:pos:R:3:forces:R:3:lowdin_charge:R:1
S 3.16642 1.42640 -1.86213 -0.845 0.970 0.252 0.43
H 2.28812 1.41593 -2.88911 0.214 -0.011 0.211 -0.23
H 2.51542 2.51026 -1.28155 0.603 -0.974 -0.474 -0.19
H 2.78974 -0.57284 2.54954 -0.036 -0.503 -0.265 0.02
H 3.20619 -1.81660 1.65768 -0.211 0.573 0.355 0.04
O 3.33052 -0.86544 1.80184 0.175 -0.051 -0.062 -0.08
H -0.95143 -0.88569 -2.36975 -0.648 0.196 -0.031 0.04
H -1.89357 -2.19105 -2.25610 -0.122 0.687 -0.047 0.06
O -1.02039 -1.84152 -2.46120 0.706 -0.548 -0.046 -0.04
H -3.61876 0.96613 1.13014 0.188 0.265 -0.603 0.00
H -3.47901 2.40726 1.58258 -0.086 0.127 -0.177 0.03
O -3.67718 1.88409 0.79740 -0.094 -0.173 0.532 -0.09
H -2.21003 1.64207 -2.53541 -0.056 0.151 0.124 0.04
H -1.26643 2.53029 -1.71254 -0.128 -0.100 0.075 0.04
O -1.30545 1.71166 -2.21641 0.159 -0.241 -0.187 -0.06
H -0.50115 -2.03114 -0.72818 0.069 -0.988 0.321 0.01
H -0.62596 -3.04549 0.55808 -0.059 -0.225 -0.619 0.05
O -0.54193 -2.14660 0.24452 0.426 0.958 0.173 -0.07
H -1.68016 -0.79794 0.71601 -0.714 -0.460 0.032 0.02
H -2.07005 -0.23494 2.01383 -0.299 0.000 0.186 0.03
O -2.49540 -0.63001 1.24074 0.741 0.340 0.318 -0.09
H -0.12754 -1.50117 3.43177 -0.031 -0.074 -0.042 0.03
H -0.11414 -0.49534 4.59252 0.158 -0.126 -0.255 0.04
O 0.31433 -0.70991 3.75130 -0.112 0.208 0.227 -0.05
```
Positions in Å, forces in eV/Å.

Properties
ΔE to the lowest compared entry with this formula, charge and spin = 39.77 kcal per mole
calculated total energy = -934.43026 Ha

[3]
Density functional theory data (ωB97M-V/def2-TZVPD) for a 8-piece molecular cluster, H16O8 overall at a distorted geometry.

Structure (XYZ):
```
24
Properties=species:S:1:pos:R:3:forces:R:3:lowdin_charge:R:1
O -1.23948 0.11190 1.74020 1.499 -0.163 -1.807 -0.09
H -0.59289 -0.17454 0.98890 -0.964 1.527 0.971 0.00
H -1.36984 -0.77245 2.02197 -0.893 -1.256 1.277 -0.01
O 0.57805 -0.19363 -0.08991 0.473 -0.296 -1.557 -0.10
H 0.74617 -1.13758 -0.35782 -0.177 1.360 0.283 0.03
H 0.23912 0.30488 -0.91333 0.410 -1.392 1.497 0.06
O -0.98004 3.11330 -1.33918 1.024 3.243 0.535 -0.02
H -0.02342 3.24551 -1.26348 -0.104 1.276 0.343 0.05
H -0.88588 2.22644 -1.48046 -1.029 -4.068 -0.817 -0.09
O -2.03509 -2.07122 -1.11766 6.663 3.073 -6.796 0.05
H -1.17507 -2.41861 -0.84025 0.113 0.150 -0.374 0.03
H -2.55429 -2.35744 -0.52733 -6.769 -3.191 7.008 -0.07
O 0.85824 -2.97545 -0.55310 0.676 -2.148 1.370 -0.06
H 1.06879 -3.74852 0.06743 -0.783 1.713 -0.909 0.12
H 1.56845 -3.10781 -1.18540 0.086 0.290 -0.549 0.06
O 0.47681 2.93664 1.49833 4.021 2.113 3.381 -0.05
H 1.28209 2.53593 2.01051 -2.215 1.173 -1.457 0.07
H 0.12663 2.24295 1.04447 -1.781 -3.109 -1.882 -0.08
O 2.57521 0.93416 2.38961 -5.092 2.567 -2.040 -0.04
H 1.69719 0.49257 2.11451 2.146 0.827 0.590 0.07
H 3.13404 0.29295 2.65115 2.857 -3.483 1.398 -0.04
O -1.00003 0.47644 -2.05191 -2.038 0.424 4.841 0.02
H -0.82356 0.26197 -2.87722 2.090 -0.732 -6.653 0.00
H -1.67121 -0.21842 -1.93001 -0.213 0.103 1.346 0.08
```
Positions in Å, forces in eV/Å.

Properties
ΔE to the lowest compared entry with this formula, charge and spin = 91.60 kcal per mole
calculated total energy = -611.43663 Ha

[4]
Density functional theory data (ωB97M-V/def2-TZVPD) for H16O8Sn as an isolated structure at a distorted geometry.

Structure (XYZ):
```
25
Properties=species:S:1:pos:R:3:forces:R:3:lowdin_charge:R:1
Sn -0.12480 0.14416 -0.03556 -0.073 0.645 0.744 1.63
O -2.34880 0.50116 -1.21156 -0.043 -1.050 -0.610 -0.12
H -2.44180 -0.42884 -1.52256 -0.171 0.762 0.388 0.06
H -2.46980 0.98416 -2.04456 -0.073 0.358 0.293 0.09
O -0.52280 -1.53884 -1.94956 0.982 0.160 -0.533 -0.12
H 0.24820 -1.34784 -2.51356 -0.072 0.041 0.293 0.07
H -1.03680 -2.07984 -2.54356 -0.721 -0.700 -0.204 0.09
O 1.76620 0.80316 -1.80356 -1.342 -0.661 -0.416 -0.11
H 1.47020 1.07616 -2.68756 0.617 0.211 0.281 0.09
H 2.60620 1.18816 -1.59456 0.835 0.524 -0.210 0.07
O -0.08180 2.77516 -0.13256 0.349 -1.759 -0.937 -0.08
H -0.28780 3.21516 0.66544 -0.468 1.129 1.209 0.05
H 0.10920 3.40516 -0.82156 0.089 0.564 -0.178 0.08
O -0.90980 -1.73384 1.50344 -1.280 1.689 -0.021 -0.08
H -1.13180 -1.78884 2.43844 0.042 -0.220 0.070 0.10
H -0.30580 -2.40284 1.28244 1.291 -1.873 -0.236 0.03
O 1.16920 0.19716 2.26844 0.502 -0.597 0.218 -0.12
H 1.97820 0.72716 2.20644 -0.083 -0.036 0.292 0.08
H 1.43220 -0.62784 2.74344 -0.268 0.916 -0.437 0.10
O 1.78120 -1.71684 0.07644 1.316 -0.792 -1.252 -0.14
H 2.68020 -1.67384 0.44544 -0.337 0.235 0.560 0.09
H 2.04820 -2.13284 -0.78356 -0.879 0.278 0.699 0.10
O -1.70380 0.98116 1.69144 0.500 0.367 0.430 -0.11
H -1.52180 1.14316 2.63544 0.073 0.030 -0.390 0.10
H -2.40180 0.33116 1.68744 -0.787 -0.221 -0.052 0.06
```
Positions in Å, forces in eV/Å.

Properties
charge = +2
ΔE to the lowest compared entry with this formula, charge and spin = 3.25 kcal per mole
calculated total energy = -825.27458 Ha

Repeat the first record exactly.
Density functional theory data (ωB97M-V/def2-TZVPD) for H16NaO8 as an isolated structure.

Structure (XYZ):
```
25
Properties=species:S:1:pos:R:3:forces:R:3:lowdin_charge:R:1
Na 12.35807 -16.32023 -31.52904 -0.419 -0.018 -0.073 0.49
O 13.00909 -13.83671 -31.34468 -0.078 -0.355 -0.007 -0.03
H 12.80774 -12.96336 -31.68075 -0.175 0.253 -0.040 0.06
H 13.94555 -13.80837 -31.14855 0.268 0.051 0.285 0.05
O 11.68328 -18.62926 -29.73975 0.339 0.397 -0.105 -0.03
H 11.00860 -18.96266 -29.14824 -0.222 -0.087 0.132 0.05
H 11.81917 -19.33562 -30.37126 -0.028 -0.260 -0.209 0.05
O 14.22137 -15.74538 -33.67855 -0.357 -0.328 0.321 -0.02
H 14.28421 -14.82713 -33.94140 -0.049 0.267 -0.179 0.05
H 14.98539 -15.88790 -33.11980 0.372 -0.124 -0.097 0.04
O 11.10879 -14.72800 -33.53353 0.251 -0.315 0.245 -0.02
H 10.16742 -14.57341 -33.45510 -0.349 -0.111 -0.057 0.05
H 11.47785 -13.86692 -33.72990 0.103 0.180 -0.127 0.04
O 14.32395 -16.38642 -30.13734 -0.246 0.247 -0.471 -0.02
H 15.11667 -16.27576 -30.66229 0.353 -0.027 -0.002 0.05
H 14.60237 -16.91755 -29.39127 -0.107 -0.238 0.327 0.07
O 11.92482 -18.16939 -33.61146 -0.023 0.213 0.606 -0.03
H 12.26593 -17.41796 -34.09646 0.076 0.320 -0.388 0.02
H 12.36422 -18.92561 -34.00041 0.087 -0.265 -0.092 0.05
O 9.28010 -16.67955 -31.08033 -0.138 -0.339 -0.798 -0.05
H 9.81233 -16.40958 -30.33194 0.201 0.188 0.391 -0.05
H 8.72041 -15.92450 -31.26162 -0.284 0.078 -0.063 0.04
O 10.86512 -15.78231 -29.14703 0.400 0.113 0.013 -0.02
H 10.43948 -16.15698 -28.37588 -0.024 -0.238 0.356 0.08
H 10.86978 -14.83909 -28.98408 0.050 0.401 0.033 0.08
```
Positions in Å, forces in eV/Å.

Properties
charge = +1
ΔE to the lowest compared entry with this formula, charge and spin = 14.98 kcal per mole
calculated total energy = -773.67571 Ha